86
Properties=species:S:1:pos:R:3:forces:R:3 method="wB97M-V/def2-TZVPD" total_charge=+1 orbital_gap_ev=8.2 spin_multiplicity=1 homo_ha=-0.411
C -3.7604 -0.8952 -1.1005 -0.05 -0.04 0.02
C -2.8691 -1.3940 0.0397 0.15 0.09 0.05
P -2.7623 -3.2400 0.2143 -0.28 -0.08 0.08
C -3.1929 -4.0736 -1.3681 -0.01 0.04 -0.06
C -2.6594 -3.6413 -2.7310 -0.02 -0.01 0.06
P -0.6128 -3.5309 0.4012 0.00 0.06 0.01
C 0.6426 -2.5005 -0.3622 0.30 -0.06 0.02
C 1.0016 -2.8357 -1.8246 0.08 0.00 0.01
C 0.9583 -1.6196 -2.7513 0.02 0.01 -0.11
C -0.3953 -0.8815 -2.7724 -0.32 -0.08 0.10
N -0.3280 0.5640 -2.6400 0.74 0.18 -0.04
C 0.1025 1.1023 -1.4557 -0.37 -0.22 -0.04
C 0.5688 2.5289 -1.4950 -0.08 0.02 -0.21
O 0.0466 0.4422 -0.4247 0.09 0.22 0.05
H -3.2139 -0.8386 -2.0398 -0.03 -0.01 0.00
H -4.1230 0.1045 -0.8676 0.03 0.03 0.00
H -4.6375 -1.5260 -1.2520 -0.01 0.02 0.01
H -1.8778 -0.9343 -0.0267 -0.12 -0.01 0.01
H -3.2854 -1.0819 0.9984 -0.01 0.04 -0.01
H -4.2859 -4.0139 -1.3511 0.00 -0.09 -0.07
H -2.9734 -5.1273 -1.1710 0.01 0.02 0.01
H -1.6003 -3.3939 -2.6975 0.01 -0.04 -0.02
H -2.7903 -4.4467 -3.4534 -0.03 0.00 0.00
H -3.1940 -2.7721 -3.1064 0.04 0.03 -0.01
H -0.4242 -3.4455 1.7820 0.11 -0.02 0.03
H -0.3567 -4.8748 0.1155 -0.03 -0.07 0.03
H 0.3261 -1.4576 -0.2309 -0.01 -0.09 -0.08
H 1.5324 -2.6293 0.2603 -0.08 0.00 0.11
H 0.3953 -3.6417 -2.2470 -0.09 0.02 0.13
H 2.0208 -3.2239 -1.8025 -0.02 -0.05 -0.18
H 1.1748 -1.9581 -3.7660 0.16 0.00 0.03
H 1.7680 -0.9409 -2.4740 -0.13 0.11 0.06
H -0.9191 -1.0956 -3.7030 -0.03 0.01 0.00
H -1.0412 -1.2427 -1.9678 0.11 0.00 -0.08
H -0.0514 1.0743 -3.4666 -0.15 -0.02 0.00
H -0.2951 3.1879 -1.6113 0.02 0.01 0.11
H 1.0985 2.7665 -0.5778 -0.05 0.02 0.01
H 1.2155 2.7024 -2.3563 0.05 0.01 0.06
C -2.2664 4.8434 0.1553 -0.01 -0.05 0.01
C -3.6522 4.9575 0.0964 -0.01 0.01 -0.02
C -4.2326 6.0536 -0.5176 0.00 -0.04 0.00
C -3.4291 7.0428 -1.0739 -0.03 0.01 -0.02
C -2.0418 6.9312 -1.0087 0.05 0.02 0.01
C -1.4630 5.8273 -0.3927 0.00 -0.06 0.01
C -1.1489 7.9836 -1.5819 -0.07 0.01 -0.02
O 0.0566 7.8631 -1.5450 0.01 -0.01 -0.01
C -1.7994 9.1740 -2.1965 0.03 -0.02 0.01
C -0.9968 10.1919 -2.6987 -0.01 0.02 -0.01
C -1.5778 11.3048 -3.2824 0.02 -0.01 0.01
C -2.9618 11.4047 -3.3720 -0.02 -0.01 0.00
C -3.7666 10.3942 -2.8736 0.01 0.02 -0.01
C -3.1897 9.2772 -2.2810 -0.03 -0.01 0.01
C -4.0809 8.2113 -1.7411 0.07 0.00 0.00
O -5.2860 8.2819 -1.8340 -0.01 0.00 0.00
H -1.8171 3.9833 0.6370 0.01 0.02 0.03
H -4.2783 4.1907 0.5340 0.00 0.00 0.01
H -5.3067 6.1654 -0.5774 0.00 0.00 0.00
H -0.3836 5.7639 -0.3505 0.00 0.03 0.00
H 0.0772 10.0926 -2.6208 0.00 0.00 0.00
H -0.9525 12.0986 -3.6691 0.00 0.00 0.00
H -3.4122 12.2749 -3.8309 0.00 0.00 0.00
H -4.8450 10.4522 -2.9311 0.00 0.00 0.00
C 2.6432 -5.2488 0.5720 -0.04 -0.01 -0.15
C 3.9500 -4.8691 0.2770 0.04 0.02 0.10
C 4.9127 -4.8980 1.2708 -0.02 0.02 -0.03
C 4.5674 -5.2919 2.5601 0.05 0.00 0.03
C 3.2566 -5.6551 2.8538 -0.03 0.00 0.03
C 2.2945 -5.6434 1.8500 -0.02 0.05 -0.01
C 2.8447 -6.0546 4.2367 0.06 0.03 -0.06
O 1.6938 -6.3568 4.4679 -0.01 0.02 0.03
C 3.8929 -6.0488 5.2895 -0.03 -0.02 0.00
C 3.5385 -6.3903 6.5895 0.02 -0.01 0.02
C 4.4994 -6.3992 7.5866 -0.03 0.00 0.00
C 5.8171 -6.0705 7.2902 0.03 0.01 -0.01
C 6.1765 -5.7272 5.9974 -0.01 -0.01 0.03
C 5.2168 -5.7121 4.9926 0.03 0.02 -0.01
C 5.6309 -5.3243 3.6160 -0.08 -0.02 -0.03
O 6.7751 -5.0425 3.3434 0.01 0.02 0.02
H 1.9030 -5.2520 -0.2213 0.04 -0.06 -0.01
H 4.2177 -4.5579 -0.7248 0.00 -0.04 -0.01
H 5.9393 -4.6210 1.0726 0.00 -0.01 0.00
H 1.2888 -5.9550 2.1043 0.01 -0.02 0.00
H 2.5091 -6.6476 6.7982 0.00 0.00 0.00
H 4.2231 -6.6643 8.5984 0.00 0.00 0.00
H 6.5655 -6.0822 8.0713 0.00 0.00 0.00
H 7.1958 -5.4673 5.7466 0.00 0.00 0.00

91
Properties=species:S:1:pos:R:3:forces:R:3 method="wB97M-V/def2-TZVPD" total_charge=-2 orbital_gap_ev="3.8 / 6.8" spin_multiplicity=3 s2=2.024 homo_ha="0.004 / -0.116" de_lowest_kcal_mol=10.8
Pt -0.8339 -0.1380 -0.0700 0.75 0.57 1.21
C 1.0802 4.6139 1.4980 -0.09 -0.10 -0.01
C 1.2531 3.5552 0.4006 0.13 0.05 0.02
C 2.6799 3.6129 -0.1545 -0.09 -0.03 -0.12
C 0.1977 3.7272 -0.6731 -0.13 -0.22 0.06
C 0.3938 4.6753 -1.6663 0.04 0.05 -0.07
C -0.5500 4.8840 -2.6566 -0.02 0.09 0.02
C -1.7406 4.1888 -2.6065 0.03 0.02 -0.08
C -2.0052 3.2570 -1.6048 0.03 -0.11 0.05
C -3.4549 2.7808 -1.5503 -0.03 -0.01 0.27
C -4.2429 3.8556 -0.7829 -0.01 -0.02 -0.10
C -3.7728 1.4089 -0.9594 0.08 0.06 -0.13
C -0.9997 2.9723 -0.6612 -0.08 0.38 -0.28
N -1.1568 1.9329 0.2804 0.23 -0.85 -0.10
C -1.4744 2.2221 1.5667 -0.25 0.18 0.12
O -1.8334 3.3392 1.9733 0.16 -0.07 -0.08
C -1.3972 1.0465 2.4704 -0.05 0.39 0.24
C -1.4741 1.0916 3.8361 0.01 -0.04 -0.25
C -1.3334 -0.0987 4.5824 -0.01 0.02 0.21
C -1.1188 -1.3101 3.8988 -0.01 0.07 -0.22
C -1.0661 -1.3113 2.5295 0.11 -0.37 0.20
N -1.2185 -0.1461 1.8304 -0.22 -0.04 0.39
C -0.8715 -2.5018 1.6720 -0.06 -0.20 0.22
O -0.7804 -3.6463 2.1416 0.06 0.13 -0.12
N -0.8676 -2.2070 0.3406 0.26 0.61 -0.26
C -0.7117 -3.2893 -0.5623 0.07 -0.35 -0.11
C 0.5822 -3.7290 -0.9023 -0.19 0.20 0.09
C 0.7413 -4.8522 -1.7029 0.03 -0.04 -0.04
C -0.3512 -5.5524 -2.1773 0.02 -0.01 0.02
C -1.6196 -5.1007 -1.8653 -0.05 -0.03 -0.09
C -1.8298 -3.9761 -1.0730 -0.05 0.03 -0.10
C -3.2840 -3.6241 -0.7878 0.11 0.21 0.29
C -3.6123 -2.1368 -0.9217 -0.03 -0.19 -0.15
C -3.7033 -4.1647 0.5851 0.00 0.02 -0.14
C 1.8094 -3.0355 -0.3550 0.11 -0.15 -0.01
C 2.4575 -3.9102 0.7241 -0.07 0.14 0.04
C 2.8044 -2.6792 -1.4604 -0.15 0.08 0.07
H 1.8343 4.4747 2.2776 0.03 0.02 0.00
H 0.0921 4.5358 1.9466 -0.03 0.05 0.03
H 1.1954 5.6184 1.0780 0.04 0.01 -0.01
H 1.1146 2.5700 0.8476 -0.05 0.04 0.00
H 2.9629 4.6278 -0.4470 0.00 0.06 0.05
H 2.7775 2.9552 -1.0183 0.06 0.07 0.04
H 3.3839 3.2777 0.6107 0.04 0.03 0.01
H 1.3051 5.2615 -1.6768 0.04 -0.06 0.02
H -0.3685 5.6064 -3.4445 0.00 -0.01 -0.01
H -2.5018 4.3852 -3.3554 -0.03 -0.04 0.02
H -3.8117 2.7649 -2.5864 0.05 0.06 0.01
H -3.8449 3.9423 0.2303 0.00 -0.01 0.02
H -5.3040 3.5950 -0.7277 -0.01 -0.01 0.01
H -4.1459 4.8268 -1.2724 -0.02 0.03 0.04
H -3.6577 1.4019 0.1231 0.03 -0.05 0.02
H -3.1327 0.6436 -1.3924 -0.06 -0.07 0.01
H -4.8120 1.1542 -1.1887 -0.01 0.01 -0.02
H -1.6285 2.0518 4.3095 -0.01 0.03 -0.04
H -1.3673 -0.0734 5.6638 0.00 -0.01 -0.01
H -0.9895 -2.2485 4.4212 -0.01 -0.04 -0.05
H 1.7419 -5.1925 -1.9439 0.01 0.00 0.00
H -0.2183 -6.4431 -2.7809 0.00 0.02 -0.03
H -2.4845 -5.6369 -2.2438 -0.01 0.02 0.00
H -3.8774 -4.1515 -1.5444 0.06 0.00 0.01
H -3.1365 -1.5603 -0.1322 -0.09 0.05 0.03
H -4.6934 -1.9873 -0.8548 -0.02 0.01 -0.01
H -3.2619 -1.7557 -1.8823 0.01 0.09 0.04
H -3.0583 -3.7712 1.3682 -0.01 -0.01 0.05
H -3.6164 -5.2532 0.5998 0.00 -0.02 0.08
H -4.7392 -3.8893 0.8025 -0.02 -0.02 0.00
H 1.4923 -2.1085 0.1176 -0.03 0.02 0.01
H 2.8139 -4.8555 0.3031 0.00 0.00 -0.02
H 1.7255 -4.1282 1.5027 0.03 -0.05 0.04
H 3.3074 -3.3897 1.1736 0.02 0.00 0.01
H 3.1674 -3.5681 -1.9825 0.02 0.00 -0.01
H 3.6623 -2.1617 -1.0300 0.08 0.02 -0.01
H 2.3339 -2.0088 -2.1811 0.06 0.00 -0.05
Br 5.8233 -0.2697 4.0339 -0.06 0.01 -0.14
C 5.3959 0.0472 2.1893 0.33 -0.02 0.28
C 6.4469 0.1945 1.2987 -0.20 0.10 -0.09
C 6.1403 0.4433 -0.0350 0.21 -0.08 0.15
C 4.8233 0.5299 -0.4472 -0.23 0.03 0.02
C 3.7827 0.3742 0.4649 0.35 -0.12 0.13
C 4.0750 0.1274 1.8048 -0.19 0.04 -0.17
C 2.3427 0.4474 -0.0194 0.00 0.09 -0.22
O 2.1692 0.7631 -1.1978 -0.10 -0.20 -0.04
O 1.4781 0.1802 0.8657 -0.74 -0.26 -0.15
H 7.4712 0.1375 1.6387 0.01 -0.04 0.02
H 6.9507 0.5586 -0.7449 -0.03 0.02 -0.04
H 4.5615 0.7175 -1.4797 -0.02 0.01 -0.01
H 3.2587 0.0094 2.5042 0.00 -0.03 0.01
O -0.7691 0.1392 -4.4871 0.40 0.35 0.28
S -0.1158 0.4747 -3.2021 -0.88 -0.83 0.33
N -0.7901 -0.1386 -2.0140 0.36 0.28 -1.66